1.
The following is a quantum chemistry calculation of a structure of composition C7H23BrN7O4V in a non-equilibrium geometry, from the OMol25 dataset.

CARTESIAN COORDINATES (ANGSTROEM)
V1 3.42702 -0.76048 2.56608
Br1 1.59556 -1.12942 0.77748
C1 1.30683 0.78698 -3.12740
O1 1.62675 1.84144 -2.56466
N1 1.58029 0.62543 -4.48201
N2 0.52701 -0.22182 -2.52365
H1 1.45228 -0.17506 -5.06512
H2 2.11434 1.37989 -4.87993
H3 0.52055 -0.23753 -1.49846
H4 0.53407 -1.07741 -3.04692
C2 3.83009 1.96147 0.78260
O2 3.99596 1.03434 1.65721
N3 2.58673 2.38798 0.46763
N4 4.90270 2.60360 0.25382
H5 2.37944 2.72716 -0.47434
H6 1.85898 1.79643 0.84080
H7 5.77931 2.43517 0.71376
H8 4.79804 3.40642 -0.33494
C3 0.55333 -4.36780 -1.96677
O3 0.42887 -5.19676 -2.86092
N5 -0.37493 -3.33858 -1.80366
N6 1.63636 -4.38530 -1.09208
H9 -1.10787 -3.34931 -2.48884
H10 -0.31822 -2.67353 -1.06338
H11 1.80584 -3.60988 -0.48133
H12 2.20657 -5.20470 -1.08388
C4 -1.57892 1.49662 0.75796
C5 -2.30518 0.73164 1.88835
C6 -3.60151 0.07537 1.41306
O4 -4.72680 0.88826 1.63254
C7 -5.04121 1.08533 2.99135
N7 -1.40080 -0.18240 2.62022
H13 -0.59181 1.81153 1.12065
H14 -2.09404 2.38196 0.39584
H15 -1.35865 0.78401 -0.04964
H16 -2.53376 1.55093 2.57668
H17 -3.68982 -0.85729 1.98382
H18 -3.55669 -0.07377 0.33692
H19 -5.53751 2.05014 3.08122
H20 -4.20983 1.00109 3.69183
H21 -5.79062 0.34255 3.30342
H22 -0.89607 -0.79642 1.98577
H23 -0.73267 0.45170 3.04895

Force components x, y, z for each atom (eV/Å):
V -0.883 1.537 -2.272
Br 1.083 -0.096 1.233
C -0.801 0.241 -0.294
O -0.032 -1.130 0.102
N 0.164 0.590 1.206
N 1.222 1.480 -0.574
H -0.254 -0.418 0.242
H -0.069 -0.028 0.043
H 0.108 -0.067 -0.994
H -0.212 -0.520 0.446
C -0.320 0.711 -0.016
O 0.278 -0.535 0.443
N 0.569 -0.667 -0.243
N -0.883 -1.238 0.885
H 0.130 -0.017 0.183
H -0.115 -0.039 -0.135
H 0.203 0.001 -0.215
H -0.096 0.182 -0.085
C 0.188 -0.401 -0.499
O 0.011 0.692 0.914
N 1.179 -0.969 -0.372
N -1.270 0.543 -0.552
H -0.196 0.198 0.183
H -0.233 0.127 0.206
H 0.109 -0.123 0.196
H 0.179 -0.090 -0.076
C 0.642 -1.001 0.057
C 0.704 1.228 -0.307
C 0.260 0.050 0.711
O 0.301 0.401 -0.174
C -1.123 -0.409 0.247
N -0.480 0.478 -0.126
H -0.130 0.176 0.094
H -0.245 -0.152 -0.135
H -0.202 0.331 -0.219
H -0.374 -0.444 0.323
H -0.135 -0.216 -0.354
H -0.091 -0.372 -0.030
H 0.247 0.132 0.056
H 0.205 0.172 -0.197
H 0.169 -0.049 -0.013
H -0.065 0.164 0.055
H 0.262 -0.452 0.060

Multiplicity: 4
E_LUMO (alpha / beta) (eV): -6.04 / -5.80
Energy above the lowest of the compared OMol25 structures with the same formula, charge and spin (kcal/mol): 0.0
Charge: +1
E (eV): -121978.341

2.
The following is a quantum chemistry calculation of a structure of composition C7H23ClILuOP2 in a non-equilibrium geometry, from the OMol25 dataset.

CARTESIAN COORDINATES (ANGSTROEM)
C1 -1.38173 0.35885 0.29757
I1 0.95876 0.66680 1.89278
H1 -1.74975 0.44004 -0.74782
H2 -1.72756 1.25075 0.80978
H3 -1.75656 -0.59454 0.67133
Lu1 0.74346 -0.11634 -1.54870
P1 0.21884 2.54441 -0.41172
C2 -0.14301 3.42445 1.16167
C3 1.85066 3.31475 -0.76064
H4 1.71244 4.38836 -0.94126
H5 -0.46343 4.66101 -1.47577
H6 2.28728 2.83916 -1.64616
H7 -0.83838 3.24010 -2.50103
H8 0.57480 3.11707 1.92811
H9 2.50526 3.12816 0.09374
C4 -0.84593 3.63252 -1.48157
H10 -0.07302 4.50919 1.03837
H11 -1.88338 3.60771 -1.13296
H12 -1.12007 3.15181 1.55486
P2 0.14841 -2.63722 -0.31932
C5 -0.20306 -3.48284 1.26147
C6 -0.94025 -3.67098 -1.41678
H13 2.23464 -2.93636 -1.57939
H14 1.65969 -4.48749 -0.88877
H15 2.44333 -3.25236 0.16333
C7 1.78456 -3.41335 -0.69811
H16 -0.94025 -3.24460 -2.42669
H17 -0.59781 -4.71396 -1.47267
H18 -0.09095 -4.57308 1.19683
H19 -1.21520 -3.26788 1.61078
H20 -1.97366 -3.63755 -1.04982
H21 0.47458 -3.12419 2.03504
Cl1 1.53116 -0.06443 -3.75090
O1 -1.77163 -0.21843 3.23220
H22 -1.65727 -1.07477 2.84429
H23 -1.21967 0.25940 2.51743

Force components x, y, z for each atom (eV/Å):
C -0.772 -0.114 0.999
I -0.166 -2.396 -1.327
H 1.202 0.098 -0.123
H -0.171 -0.284 0.138
H 0.413 0.308 0.452
Lu -0.175 0.634 1.555
P 0.191 3.012 -1.837
C 0.196 -0.557 0.832
C 0.075 -0.523 -0.130
H 0.185 -0.309 0.116
H -0.174 -0.299 0.048
H 0.132 0.306 0.016
H 0.003 0.236 -0.082
H -0.257 0.695 -0.325
H 0.087 0.173 -0.122
C -0.003 -0.749 -0.191
H -0.161 -0.194 -0.412
H 0.136 0.094 -0.005
H -0.226 0.204 0.008
P 0.206 -2.459 -0.919
C -0.156 0.818 0.831
C -0.153 0.758 -0.273
H 0.093 -0.289 0.049
H 0.062 0.333 0.078
H 0.011 -0.105 -0.221
C 0.040 0.581 0.036
H -0.040 -0.247 0.028
H -0.019 0.383 0.193
H 0.039 0.317 -0.428
H -0.043 -0.067 -0.104
H 0.212 -0.044 -0.061
H 0.095 0.003 0.063
Cl -0.161 -0.049 0.320
O 1.301 1.711 -1.941
H -0.339 -1.490 0.363
H -1.662 -0.494 2.376

Multiplicity: 1
E_LUMO (alpha / beta) (eV): -10.56 / -10.56
Energy above the lowest of the compared OMol25 structures with the same formula, charge and spin (kcal/mol): 28.8
Charge: +2
E (eV): -82482.875

3.
The following is a quantum chemistry calculation of a structure of composition C7H23N2O8Tl in a non-equilibrium geometry, from the OMol25 dataset.

CARTESIAN COORDINATES (ANGSTROEM)
Tl1 -2.89241 0.13536 -1.24819
O1 -0.90595 -0.28238 -0.54833
H1 -0.24261 0.38282 -0.81672
C1 -0.95341 -2.51597 1.74902
C2 0.40190 -2.87238 1.26839
O2 0.60326 -4.05932 0.56312
O3 -1.81591 -2.02595 0.69159
H2 -0.92088 -1.88439 2.63680
H3 -1.40852 -3.45055 2.07692
H4 1.12953 -2.86240 2.07989
H5 0.56939 -2.01869 0.61169
H6 0.30773 -3.93346 -0.34156
H7 -1.31941 -1.38418 0.17855
C3 0.31926 1.31731 2.58515
C4 0.25729 0.85743 1.25333
O4 0.23504 -0.56061 1.06343
O5 1.32352 0.72190 3.38927
H8 -0.63807 1.11626 3.06599
H9 0.58464 2.36778 2.70429
H10 1.04882 1.23796 0.60775
H11 -0.67891 1.19702 0.81027
H12 -0.15626 -0.64613 0.19098
H13 1.27226 -0.22762 3.25746
C5 0.10176 2.94168 -0.53730
C6 -0.76968 2.14236 -1.61327
O6 -2.14818 1.93847 -1.18786
O7 -0.32302 4.12491 -0.05870
H14 1.11518 3.10419 -0.90429
H15 0.10623 2.39541 0.40593
H16 -0.28009 1.17859 -1.75311
H17 -0.82413 2.58802 -2.60650
H18 -2.32909 2.77242 -0.74809
H19 0.43835 4.55614 0.33622
C7 1.06618 -0.56770 -2.50208
O8 0.56269 0.46395 -2.97670
N1 1.74508 -1.31825 -3.31741
N2 0.85787 -1.05181 -1.26611
H20 1.60474 -0.94968 -4.24723
H21 1.74753 -2.29174 -3.04833
H22 0.14880 -0.60854 -0.69968
H23 1.05950 -2.02821 -1.10458

Force components x, y, z for each atom (eV/Å):
Tl -4.989 -5.283 -1.117
O -8.950 4.469 -4.115
H -2.073 2.488 -0.429
C -3.429 -1.548 -0.378
C 2.100 -2.052 0.126
O -0.042 0.951 0.522
O 0.117 -1.487 1.860
H 0.342 0.534 -0.333
H -0.227 -0.108 -0.055
H -0.145 -0.035 0.107
H 1.299 -0.481 0.227
H -0.562 -0.551 -0.280
H -1.269 -1.165 0.904
C 0.352 0.565 4.645
C 2.190 -2.069 -2.204
O 2.814 2.775 6.683
O 0.218 -0.207 -0.710
H -0.322 0.291 0.104
H -0.597 0.259 -0.545
H 0.634 -0.585 0.381
H -0.725 -0.156 0.353
H -0.280 -0.991 4.610
H 0.182 -0.261 0.298
C -0.354 -1.015 -1.163
C 1.293 2.451 1.236
O 2.734 5.950 0.611
O -1.916 2.526 -0.356
H 0.272 -0.983 -0.467
H 0.269 0.089 -1.033
H -0.195 1.433 -1.254
H 0.310 0.137 0.130
H -1.086 0.600 0.332
H -0.102 0.564 0.161
C -0.936 0.560 -1.623
O 0.245 0.070 1.138
N 0.886 -1.428 -0.577
N 5.062 -2.017 -1.716
H 0.586 -0.860 -0.494
H 0.678 -0.127 -1.072
H 5.366 -3.397 -4.412
H 0.253 0.095 -0.098

Multiplicity: 1
E_LUMO (eV): -13.20
Energy above the lowest of the compared OMol25 structures with the same formula, charge and spin (kcal/mol): 315.1
Charge: +2
E (eV): -31648.890

4.
The following is a quantum chemistry calculation of a structure of composition C7H23O6 in a non-equilibrium geometry, from the OMol25 dataset.

CARTESIAN COORDINATES (ANGSTROEM)
C1 0.63619 1.81564 0.14993
O1 -0.49268 1.95556 0.95967
C2 0.33194 2.42450 -1.29375
C3 -0.21199 1.42213 -2.34898
C4 -0.55891 0.01803 -1.94030
C5 1.75070 -0.68868 -2.71568
C6 0.63280 -0.91717 -2.03407
C7 0.51304 -2.25242 -1.30861
H1 1.44865 2.41340 0.56502
H2 0.83008 0.75618 -0.10896
H3 -0.44921 3.16918 -1.11827
H4 1.26206 2.82105 -1.71247
H5 -1.11391 1.88698 -2.82082
H6 0.45147 1.31678 -3.22501
H7 -1.23918 -0.46497 -2.68259
H8 -1.16666 -0.16078 -1.05330
H9 2.38880 -1.56311 -2.89526
H10 2.30383 0.16547 -3.12744
H11 1.48344 -2.54256 -0.89995
H12 -0.06416 -3.03241 -1.76911
H13 -0.12507 -2.08062 -0.42866
H14 -2.90230 0.45294 1.35340
H15 -1.21629 0.99236 0.80541
O2 -2.02719 0.10446 1.16640
H16 -2.12365 -1.31440 1.08861
H17 -2.76809 -2.13050 -0.02889
O3 -2.25850 -2.32885 0.76498
H18 1.69821 -1.98853 1.77205
H19 0.53959 -2.25537 2.73960
O4 1.48771 -2.40374 2.61546
H20 1.92773 2.14083 2.86489
H21 0.34471 1.93133 3.02665
O5 1.19978 2.01883 3.47588
H22 -0.39718 -0.55631 4.15052
H23 -1.11132 -0.35960 2.56294
O6 -1.00444 -0.76565 3.45071

Force components x, y, z for each atom (eV/Å):
C -1.715 0.573 -1.913
O -0.218 -1.338 -0.417
C 0.304 -0.983 0.544
C -1.207 0.962 -1.008
C -0.033 -1.523 -0.692
C 1.686 -0.713 -0.508
C -0.234 -0.240 0.291
C -0.531 1.221 1.217
H 0.489 -0.480 0.099
H 0.776 0.255 0.896
H 0.493 0.286 -0.087
H -0.178 0.491 0.139
H 0.427 -0.297 0.466
H 0.046 0.209 0.485
H 0.238 0.562 -0.067
H 0.495 0.524 0.490
H -0.064 0.066 0.527
H -1.316 0.270 0.116
H -0.129 -0.446 -0.501
H 0.198 -0.521 -0.806
H 0.193 0.104 0.052
H 0.162 0.187 0.088
H 0.384 1.489 1.247
O 0.070 0.085 -0.338
H -0.177 -1.642 -0.640
H 0.008 -0.318 -0.048
O 0.004 1.101 0.262
H -0.165 0.011 0.115
H -0.102 0.223 -0.013
O 0.181 -0.165 -0.069
H -0.553 -0.101 -0.459
H 0.498 0.085 -0.857
O 0.014 0.011 1.172
H 0.642 1.000 -0.693
H 0.433 0.868 0.585
O -1.122 -1.812 0.327

Multiplicity: 1
E_LUMO (eV): 3.33
Energy above the lowest of the compared OMol25 structures with the same formula, charge and spin (kcal/mol): 39.0
Charge: -1
E (eV): -19916.903

5.
The following is a quantum chemistry calculation of a cluster of 7 separate species, C7H23O7 in total in a non-equilibrium geometry, from the OMol25 dataset.

CARTESIAN COORDINATES (ANGSTROEM)
C1 -1.83668 -2.07365 0.47658
O1 -2.30725 -0.74952 0.83949
C2 -0.63690 -2.13717 -0.46517
C3 0.57400 -2.82506 0.24829
C4 1.30789 -1.83473 1.17599
C5 1.27383 -0.50832 1.10990
C6 1.95561 0.32620 2.12531
C7 1.89883 1.64711 2.09808
H1 -1.73321 -2.52130 1.46880
H2 -2.69784 -2.53027 -0.02876
H3 -0.31610 -1.10871 -0.56262
H4 -0.82374 -2.71773 -1.37070
H5 1.25643 -3.20779 -0.50785
H6 0.26641 -3.62888 0.91436
H7 1.72351 -2.37158 2.03046
H8 1.07747 0.14074 0.25825
H9 2.47719 -0.23270 2.89878
H10 1.37388 2.43545 1.55633
H11 2.58265 2.31682 2.62798
H12 -2.33973 0.24629 -1.88328
H13 -0.32980 -0.59868 3.22666
O2 -1.68725 0.62643 -1.28074
H14 2.05686 -0.87776 -2.12077
H15 1.66356 0.28238 -3.01571
O3 2.06791 -0.61201 -3.04620
H16 1.54360 2.63024 -1.97234
H17 1.86944 2.30579 -0.58661
O4 2.03447 3.02238 -1.20951
H18 -1.62877 -0.72072 2.49154
H19 -2.19918 -0.13249 0.03757
O5 -1.24591 -0.85476 3.38823
H20 -0.09524 2.01452 -3.16215
H21 -0.49431 1.11751 -1.83027
O6 0.28792 1.40929 -2.51383
H22 -2.02942 3.32332 -0.60638
H23 -2.46370 2.17751 -1.41489
O7 -2.78345 3.09368 -1.16597

Force components x, y, z for each atom (eV/Å):
C -1.876 0.897 -0.054
O 0.608 -0.154 -0.534
C 1.281 -0.845 1.944
C 0.069 1.453 0.156
C -1.226 -1.186 -0.632
C 1.606 0.867 0.645
C -0.803 -0.628 -0.514
C 1.273 2.348 0.590
H 0.483 -0.532 -0.374
H 0.101 -0.424 0.139
H -0.271 -0.022 -1.188
H -0.242 0.695 -0.144
H 0.198 -0.245 0.010
H -0.129 -0.353 -0.268
H 0.182 0.642 0.156
H -1.013 -0.715 -0.214
H 0.376 0.356 -0.052
H -0.756 -1.344 -1.040
H 0.109 -0.936 1.043
H 0.463 -0.002 -0.182
H -0.058 -0.036 0.203
O -0.660 0.142 0.299
H -0.008 -0.036 -0.063
H -0.255 -0.507 0.034
O 0.240 0.251 0.046
H 0.149 0.316 0.512
H 0.206 0.174 0.263
O -0.160 -0.342 -0.432
H -0.248 0.127 0.175
H 0.340 -0.229 0.389
O 0.217 0.085 -0.275
H -0.204 -0.277 0.301
H -0.243 -0.183 -1.164
O 0.278 0.438 0.007
H -0.272 0.305 0.026
H -0.382 0.302 0.379
O 0.627 -0.402 -0.186

Multiplicity: 1
E_LUMO (eV): 3.17
Energy above the lowest of the compared OMol25 structures with the same formula, charge and spin (kcal/mol): 8.1
Charge: -1
E (eV): -21964.742

Q: What is the formula in the second record?
A: C7H23ClILuOP2